(1)
A structure of composition C35H26BrF5N2O4OsS2, computed with ωB97M-V/def2-TZVPD.

The geometry in XYZ format:
```
76
Properties=species:S:1:pos:R:3
Os 0.30 -0.32 0.25
C -1.62 -6.25 2.45
C -1.40 -4.80 2.74
C -0.33 -4.38 3.53
C -0.08 -3.03 3.72
C -0.91 -2.10 3.12
C -2.00 -2.49 2.35
C -2.24 -3.84 2.19
S -0.55 -0.39 3.29
O 0.03 -0.20 4.59
O -1.67 0.39 2.88
N 0.70 -0.13 2.15
C 2.06 -0.11 2.54
C 2.59 0.24 3.77
C 3.99 0.19 3.97
C 4.86 -0.17 2.99
C 4.36 -0.48 1.71
C 5.15 -0.84 0.59
C 4.56 -1.09 -0.61
C 3.17 -0.98 -0.73
N 2.41 -0.65 0.30
C 2.97 -0.42 1.51
H -1.10 -6.89 3.17
H -1.23 -6.48 1.45
H -2.68 -6.50 2.45
H 0.32 -5.11 3.98
H 0.75 -2.69 4.34
H -2.63 -1.74 1.90
H -3.08 -4.16 1.59
H 1.95 0.54 4.58
H 4.36 0.46 4.95
H 5.93 -0.21 3.17
H 6.23 -0.90 0.71
H 5.14 -1.37 -1.48
H 2.66 -1.14 -1.67
F -3.32 3.72 -4.13
C -2.41 3.28 -3.26
C -1.39 2.45 -3.69
F -1.32 2.11 -4.98
C -0.45 2.01 -2.79
F 0.56 1.27 -3.25
C -0.53 2.34 -1.44
S 0.74 1.75 -0.34
C -1.54 3.19 -1.04
F -1.64 3.55 0.24
C -2.47 3.67 -1.94
F -3.45 4.48 -1.53
Br -4.43 -2.03 -5.54
C -3.20 -2.33 -4.13
C -2.11 -1.48 -4.00
C -1.23 -1.69 -2.94
C -1.44 -2.72 -2.04
C -2.53 -3.56 -2.20
C -3.42 -3.37 -3.24
C -0.48 -3.01 -0.93
O -0.42 -4.11 -0.44
O 0.41 -2.07 -0.58
H -1.95 -0.68 -4.71
H -0.37 -1.05 -2.83
H -2.67 -4.38 -1.51
H -4.28 -4.02 -3.37
C -4.90 -0.52 -1.50
C -4.37 0.11 -0.21
C -4.79 1.59 -0.16
C -4.94 -0.62 1.01
C -2.89 0.00 -0.17
C -1.69 -0.12 -0.01
H -5.99 -0.47 -1.52
H -4.59 -1.56 -1.57
H -4.51 0.00 -2.38
H -5.87 1.66 -0.17
H -4.41 2.12 -1.03
H -4.41 2.07 0.74
H -6.03 -0.47 1.06
H -4.50 -0.24 1.93
H -4.75 -1.69 0.94
```

Output
Max |F| in Eh/bohr: 0.0125
Frontier orbital gap in Eh: 0.24386


(2)
A structure of composition C35H26F2IN6O2SeTa, computed with ωB97M-V/def2-TZVPD.

The geometry in XYZ format:
```
74
Properties=species:S:1:pos:R:3
Ta -0.23 0.28 0.33
C -0.25 -2.53 3.98
C 0.91 -2.74 3.06
N 1.67 -3.81 3.26
C 2.73 -4.03 2.49
C 3.13 -3.19 1.46
C 4.37 -3.49 0.65
O 5.27 -2.40 0.64
C 2.32 -2.07 1.21
C 2.71 -1.08 0.24
N 1.98 -0.09 -0.19
C 2.76 0.84 -0.97
C 3.44 0.47 -2.12
C 4.19 1.42 -2.81
C 4.27 2.72 -2.34
C 3.62 3.09 -1.17
C 2.88 2.13 -0.51
I 1.94 2.51 1.33
C 1.19 -1.87 2.01
O 0.38 -0.82 1.76
H -0.16 -3.20 4.83
H -1.19 -2.76 3.47
H -0.29 -1.50 4.35
H 3.30 -4.93 2.71
H 4.09 -3.68 -0.39
H 4.84 -4.40 1.03
H 5.88 -2.47 1.39
H 3.74 -1.13 -0.08
H 3.37 -0.55 -2.49
H 4.71 1.13 -3.71
H 4.85 3.45 -2.88
H 3.70 4.10 -0.79
F 0.78 0.57 -5.12
C 0.25 1.17 -4.06
C 0.44 0.63 -2.81
C -0.08 1.23 -1.67
C -0.82 2.43 -1.85
C -1.02 2.92 -3.14
F -1.77 4.01 -3.35
C -0.50 2.32 -4.26
C -1.31 3.11 -0.64
C -1.82 4.41 -0.61
C -2.12 5.01 0.60
C -1.87 4.31 1.78
C -1.38 3.04 1.68
N -1.14 2.41 0.50
H 1.00 -0.30 -2.76
H -0.67 2.73 -5.25
H -1.96 4.95 -1.52
H -2.50 6.02 0.63
H -2.03 4.75 2.75
H -1.12 2.50 2.58
N -1.84 0.24 2.11
C -2.85 -0.76 1.85
C -3.52 -1.48 2.79
C -4.60 -2.30 2.40
C -5.01 -2.34 1.09
C -4.32 -1.59 0.11
C -4.72 -1.52 -1.25
C -3.99 -0.75 -2.11
C -2.82 -0.13 -1.67
N -2.41 -0.16 -0.41
C -3.20 -0.84 0.49
H -1.40 0.09 3.02
H -2.35 1.12 2.15
H -3.27 -1.39 3.84
H -5.12 -2.88 3.15
H -5.86 -2.94 0.80
H -5.59 -2.08 -1.58
H -4.26 -0.66 -3.16
H -2.19 0.37 -2.38
Se -0.51 -2.05 -1.01
C 1.15 -2.62 -1.54
N 2.21 -2.92 -1.87
```

Output
Max |F| in Eh/bohr: 0.0099
Charge: +2
Frontier orbital gap in Eh: 0.24509


(3)
A structure of composition C35H27BrMnN4O9 in a non-equilibrium geometry, computed with ωB97M-V/def2-TZVPD.

The geometry in XYZ format:
```
77
Properties=species:S:1:pos:R:3
Mn 0.00 0.62 -0.62
C 2.72 3.38 -0.06
C 1.25 3.57 -0.16
N 0.31 2.68 -0.43
C -0.88 3.36 -0.39
C -0.67 4.67 -0.09
N 0.68 4.78 0.05
C -1.57 5.85 0.05
O -2.85 5.62 -0.11
O -1.09 6.92 0.30
C -2.09 2.58 -0.68
O -3.22 3.06 -0.68
O -1.80 1.35 -0.93
H 2.92 2.57 0.64
H 3.20 4.29 0.29
H 3.14 3.13 -1.04
H 1.14 5.64 0.28
H -3.07 4.68 -0.34
C 0.54 -6.38 -0.18
O 1.85 -5.82 -0.10
C 1.99 -4.50 -0.16
C 3.30 -4.00 -0.05
C 3.53 -2.65 -0.13
C 2.49 -1.72 -0.32
C 2.74 -0.29 -0.44
C 4.14 0.22 -0.38
O 1.83 0.54 -0.56
C 1.19 -2.25 -0.39
O 0.19 -1.31 -0.57
C 0.94 -3.61 -0.33
H 0.67 -7.45 -0.10
H 0.08 -6.14 -1.14
H -0.09 -6.03 0.64
H 4.11 -4.70 0.09
H 4.54 -2.30 -0.02
H 4.86 -0.47 -0.80
H 4.39 0.41 0.67
H 4.21 1.17 -0.91
H -0.06 -3.98 -0.42
Br 1.45 1.39 7.51
C 0.35 0.90 6.05
C -0.94 0.46 6.28
C -1.74 0.10 5.21
C -1.26 0.19 3.91
C 0.04 0.63 3.69
C 0.86 0.98 4.76
C 0.61 0.73 2.30
O 1.82 0.94 2.15
O -0.26 0.58 1.36
H -1.32 0.41 7.29
H -2.75 -0.24 5.39
H -1.88 -0.07 3.07
H 1.87 1.31 4.58
N -0.09 1.08 -7.95
C -0.04 0.98 -6.81
C 0.01 0.85 -5.39
C 1.09 1.33 -4.65
C 1.08 1.19 -3.28
N 0.08 0.61 -2.61
C -0.96 0.16 -3.32
C -1.04 0.25 -4.69
H 1.93 1.81 -5.15
H 1.90 1.57 -2.69
H -1.78 -0.28 -2.77
H -1.90 -0.12 -5.22
C -1.04 -0.95 -0.42
C -2.29 -1.58 -0.18
C -3.38 -0.74 0.14
C -4.64 -1.27 0.35
C -4.85 -2.64 0.26
C -3.78 -3.49 -0.02
C -2.52 -2.97 -0.24
H -3.22 0.32 0.22
H -5.45 -0.61 0.58
H -5.84 -3.05 0.41
H -3.93 -4.56 -0.07
H -1.74 -3.67 -0.48
```

Output
Max |F| in Eh/bohr: 0.0400
Charge: +1
Frontier orbital gap (spin up / spin down) in Eh: 0.22023 / 0.22020


(4)
A structure of composition C35H28AlClN7OP, computed with ωB97M-V/def2-TZVPD.

The geometry in XYZ format:
```
74
Properties=species:S:1:pos:R:3
Al 0.61 -0.90 0.63
Cl 4.47 -3.54 -4.82
C 3.40 -3.14 -3.53
C 2.25 -3.92 -3.32
C 1.37 -3.63 -2.30
C 1.60 -2.53 -1.46
O 0.75 -2.27 -0.49
C 2.75 -1.74 -1.68
C 3.05 -0.62 -0.87
N 2.33 -0.16 0.12
C 2.72 1.01 0.82
C 3.81 1.80 0.60
C 4.01 2.97 1.36
C 3.13 3.35 2.33
C 1.99 2.55 2.59
C 1.03 2.85 3.58
C -0.03 2.01 3.77
C -0.15 0.87 2.97
N 0.73 0.56 2.03
C 1.80 1.39 1.83
C 3.65 -2.07 -2.73
H 2.07 -4.77 -3.96
H 0.49 -4.24 -2.14
H 3.98 -0.10 -1.11
H 4.54 1.56 -0.16
H 4.89 3.58 1.16
H 3.29 4.25 2.91
H 1.15 3.74 4.18
H -0.78 2.21 4.52
H -0.99 0.19 3.09
H 4.53 -1.46 -2.88
C -1.91 -1.04 -4.81
C -1.86 -1.97 -3.77
C -1.61 -1.54 -2.48
C -1.41 -0.18 -2.22
C -1.48 0.74 -3.26
C -1.73 0.31 -4.55
P -1.20 0.29 -0.49
C -2.84 0.23 0.26
C -3.10 -0.64 1.32
C -4.37 -0.71 1.87
C -5.38 0.10 1.37
C -5.12 0.97 0.31
C -3.86 1.03 -0.25
C -0.63 2.01 -0.44
C 0.48 2.37 -1.21
C 1.00 3.65 -1.11
C 0.43 4.57 -0.25
C -0.67 4.22 0.52
C -1.21 2.94 0.42
H -2.11 -1.38 -5.82
H -2.02 -3.02 -3.98
H -1.57 -2.26 -1.67
H -1.36 1.80 -3.06
H -1.78 1.03 -5.36
H -2.32 -1.31 1.68
H -4.57 -1.39 2.69
H -6.37 0.06 1.80
H -5.92 1.59 -0.08
H -3.67 1.69 -1.08
H 0.92 1.66 -1.89
H 1.85 3.93 -1.72
H 0.83 5.57 -0.18
H -1.13 4.94 1.18
H -2.08 2.67 1.01
N -1.10 -5.03 3.33
N -0.36 -3.91 3.07
N 0.44 -3.38 3.97
C 0.83 -2.28 3.35
N 0.28 -2.18 2.14
N -0.50 -3.25 1.97
H -0.67 -5.52 4.11
H -1.16 -5.60 2.49
H 1.51 -1.56 3.78
```

Output
Max |F| in Eh/bohr: 0.0025
Charge: +2
Frontier orbital gap in Eh: 0.25600


> The highest max |F| belongs to which entry?

C35H27BrMnN4O9